(1)
Here is one molecule with the formula C8H16Si from the OMol25 dataset. Energies are from ωB97M-V/def2-TZVPD.

```
25
Properties=species:S:1:pos:R:3:forces:R:3:nbo_charge:R:1
C 0.209764 -0.349460 -1.449182 -1.1990 -1.1221 1.4255 -0.07
C -0.281019 -1.321393 -0.676988 -1.4605 -0.8875 -0.7410 -0.74
C 0.495233 1.187334 0.512069 -1.8608 -3.5463 -0.5003 -0.61
C 0.572165 1.006521 -0.982837 -0.9366 0.6227 -0.3314 -0.18
C 1.927115 1.252710 -1.534730 1.5473 -2.2785 3.3994 -0.58
C -0.337185 2.058887 -1.658283 -1.5402 -0.8543 -0.0566 -0.59
C -2.398113 -0.973964 1.990879 1.9339 -0.8539 0.2789 -1.11
C 0.514204 -2.282846 2.055698 -1.4007 0.5853 -0.3605 -1.11
Si -0.681183 -1.136824 1.106848 2.3055 2.1706 1.3736 1.51
H 0.346693 -0.669144 -2.448547 0.4304 0.3705 -1.3034 0.19
H -0.550332 -2.238167 -1.228087 0.2582 0.1868 0.3348 0.22
H 1.404908 1.340843 1.009754 1.0397 0.2425 0.8478 0.20
H -0.278858 1.873465 0.626663 -0.8924 1.3545 1.2738 0.19
H 2.584292 0.489299 -0.978553 -0.3386 1.2101 -1.0318 0.20
H 2.106463 2.199854 -1.153222 1.3736 2.0033 0.1780 0.21
H 2.046685 1.152997 -2.554701 0.1088 -0.0944 -2.1904 0.20
H -1.416311 1.971684 -1.293488 1.3885 0.2971 -0.4099 0.21
H -0.318551 1.738062 -2.680740 -0.4839 0.1197 -1.0070 0.20
H 0.003749 3.104399 -1.681897 0.0834 -0.4033 0.6238 0.21
H -2.718944 -0.125534 1.480003 -1.6121 1.3114 -0.6815 0.24
H -3.001062 -1.842292 1.949168 -0.9014 -0.9694 -1.3334 0.24
H -2.524185 -0.865051 3.068102 1.1746 0.7896 0.1558 0.26
H 0.261657 -3.307270 1.826943 -0.4839 -0.5533 0.4045 0.23
H 1.445610 -2.192393 1.577599 1.5015 0.5044 -0.4194 0.24
H 0.587204 -2.071715 3.117529 -0.0349 -0.2058 0.0709 0.24
```
Forces are in eV/Å.

The calculation puts the HOMO energy at -7.8 eV. The value obtained for the largest force on an atom is 4.4 eV/A. Its LUMO energy is 0.8 eV. Its charge is 0. The HOMO-LUMO gap is 8.61 eV. As for the energy above the lowest of the compared OMol25 structures with the same formula, charge and spin: 3.575 eV.

***

(2)
Here is C19H45BrInN8O18 as an isolated structure from the OMol25 dataset. Energies are from ωB97M-V/def2-TZVPD.

```
92
Properties=species:S:1:pos:R:3:forces:R:3:lowdin_charge:R:1
C -3.667672 1.894922 -2.439325 -0.3706 -0.2324 -2.1747 -0.10
C -3.236981 1.593273 -1.351614 0.4700 -0.3369 1.5020 -0.24
In -2.273720 1.017555 0.616175 -0.0711 0.5589 -0.0907 0.50
Br -1.210713 -1.372304 0.200327 -0.1238 0.3686 0.0143 -0.07
C -0.678916 2.449798 1.240811 0.5569 -0.0955 0.1539 -0.28
C 0.755571 1.757985 1.496615 -1.4650 0.8205 -0.3883 -0.29
C 1.808028 2.594084 0.682393 0.2019 -0.7641 0.5996 -0.22
C 3.309158 2.265547 1.014541 -0.2506 0.2769 -0.7181 -0.17
C 3.818657 0.896748 0.394058 0.0998 0.5741 1.8919 -0.21
O 4.865953 1.101866 -0.565153 -1.3799 -0.8605 -0.6708 -0.19
C 4.402118 0.992716 -1.928902 1.2092 0.9960 -1.0320 -0.26
C 4.650487 2.404180 -2.606190 -0.1543 -0.4913 0.5459 -0.07
O -3.728611 0.720137 2.109801 -0.2024 -0.3971 -1.1606 -0.41
C -4.861518 0.040850 1.574884 -0.3631 -0.2305 0.7702 -0.42
C -4.841630 -1.521328 1.871192 -0.1565 0.7675 0.1112 -0.08
H -3.956487 1.936334 -3.515572 0.2607 0.1446 1.7195 -0.01
H -0.999987 3.010984 2.161906 0.2411 -0.4583 -0.9239 0.03
H -0.547097 3.194058 0.407846 -0.3507 -0.6055 0.7391 0.03
H 0.647624 0.698367 1.158098 0.6754 0.7346 0.2978 0.03
H 0.907271 1.778440 2.605699 0.3431 -0.0937 -0.9258 0.10
H 1.604189 3.676146 0.890346 0.2254 -0.8458 -0.2462 0.11
H 1.612018 2.382104 -0.406418 0.2040 0.3910 0.8748 0.12
H 3.482459 2.289690 2.118151 -0.2288 -0.0637 -0.8192 0.10
H 3.930477 3.099300 0.581767 -0.3512 -0.8844 0.3866 0.08
H 2.949366 0.298509 0.022630 0.7840 0.4162 -0.0241 0.12
H 4.288226 0.334494 1.253179 -0.4340 0.2676 -0.9578 0.12
H 5.087273 0.271087 -2.463398 -0.7479 0.4820 0.5505 0.10
H 3.362088 0.617045 -2.047985 0.7304 0.5079 0.4659 0.09
H 4.125606 2.526788 -3.584716 0.4796 -0.2039 0.6996 0.07
H 4.291095 3.193546 -1.900864 0.2213 -0.5552 -0.6363 0.06
H 5.757336 2.513725 -2.729180 -0.9389 0.1010 -0.0227 0.07
H -5.009831 0.260115 0.482566 0.1108 -0.3588 0.7319 0.08
H -5.781334 0.452408 2.100080 0.6139 -0.2816 -0.6193 0.09
H -3.780714 -1.883254 1.896918 -1.0029 0.2263 -0.1671 0.05
H -5.460912 -2.082611 1.133224 0.7456 0.6429 0.4946 0.03
H -5.318303 -1.714081 2.872861 0.6240 0.1312 -0.8286 0.04
C -6.760860 -5.097443 -0.708428 0.1750 -0.1937 -0.1252 0.04
N -6.825725 -4.047389 0.342212 0.0797 -0.0648 0.1109 -0.44
O -6.080744 -4.161699 1.295069 -0.4395 -0.2615 -0.1503 0.05
O -7.624316 -3.145401 0.168917 0.1286 -0.1969 0.1286 0.06
H -6.011635 -5.830221 -0.423152 -0.0350 0.1275 0.0614 0.09
H -7.745158 -5.555691 -0.774350 0.0149 0.1383 -0.0555 0.10
H -6.489216 -4.610125 -1.642302 -0.1279 0.0133 0.0474 0.10
C -7.455118 -3.452333 4.320557 -0.0533 -0.1602 -0.4824 0.03
N -8.104516 -4.392585 5.275330 0.0164 0.0949 -0.0701 -0.44
O -8.892893 -5.203990 4.816357 0.0967 0.0820 0.2405 0.04
O -7.803780 -4.287039 6.446673 -0.1770 -0.2296 -0.2331 0.06
H -7.817685 -3.665198 3.319397 0.0165 -0.0994 0.1223 0.08
H -7.721516 -2.444337 4.618203 0.0430 -0.1394 0.0926 0.07
H -6.381054 -3.610086 4.382879 -0.0601 0.1246 0.0964 0.10
C 5.594850 -2.097368 -0.892611 -0.2878 0.2128 0.1217 0.03
N 5.474550 -3.544113 -0.564726 -0.2334 0.1773 0.0510 -0.43
O 4.445062 -3.920125 -0.048099 0.3698 -0.1593 -0.1390 0.09
O 6.430762 -4.255385 -0.842217 -0.1825 -0.0145 0.1231 0.03
H 4.683153 -1.589371 -0.594448 0.0289 -0.1757 0.0127 0.08
H 6.448025 -1.708425 -0.343344 -0.0061 -0.0235 -0.1401 0.10
H 5.746841 -2.017179 -1.964984 0.1309 -0.0280 0.1101 0.09
C 6.269094 5.335680 1.348695 0.2066 0.0983 -0.1761 0.04
N 5.124334 5.835838 2.157272 -0.0592 0.0778 0.0357 -0.45
O 5.009436 7.042239 2.282915 -0.0487 -0.2603 0.0243 0.06
O 4.386717 4.998103 2.632799 0.1371 0.2786 -0.0204 0.07
H 6.839813 6.186682 0.988248 -0.1167 -0.0062 0.0799 0.09
H 6.877496 4.707720 1.995479 -0.1383 -0.0828 -0.0700 0.10
H 5.859253 4.764527 0.517975 0.0119 -0.1075 0.1454 0.09
C -5.919826 0.548694 5.359651 -0.1897 0.2256 -0.0638 0.06
N -6.028371 -0.887968 5.729852 0.0280 0.0771 0.1890 -0.43
O -7.053824 -1.261606 6.282239 0.3655 0.2524 -0.0578 0.03
O -5.082563 -1.595548 5.454684 -0.2855 0.0399 0.1783 0.07
H -6.830977 1.056498 5.663257 0.0305 -0.1543 0.0324 0.09
H -5.056946 0.956727 5.880645 0.0575 -0.0948 -0.1760 0.11
H -5.787538 0.600463 4.279399 0.2428 -0.0277 0.0681 0.08
C 2.335536 -2.432813 -4.753438 0.1201 -0.2633 -0.0580 0.05
N 2.286190 -1.389582 -3.694760 -0.0710 0.0392 0.1216 -0.43
O 3.012880 -1.535643 -2.727916 -0.2157 -0.1281 -0.2323 0.04
O 1.522137 -0.464600 -3.872436 0.2694 -0.1514 0.0739 0.09
H 3.056093 -3.191809 -4.462345 -0.0531 0.1070 0.0665 0.09
H 1.338482 -2.858835 -4.839340 0.0217 0.1356 -0.0466 0.10
H 2.637806 -1.946824 -5.678446 -0.1457 0.0216 0.0426 0.10
C 9.583489 -3.251353 -1.249602 0.2095 -0.1759 0.2075 0.04
N 9.265969 -1.821391 -1.507996 0.1311 0.0228 -0.0005 -0.44
O 10.042811 -0.986740 -1.082981 -0.2700 -0.0693 -0.1303 0.06
O 8.246026 -1.591324 -2.128761 0.3841 0.0950 0.0463 0.05
H 10.513512 -3.306089 -0.690937 -0.0555 0.1390 -0.0717 0.09
H 8.760103 -3.671288 -0.675288 -0.0743 -0.0062 -0.2256 0.08
H 9.681653 -3.744397 -2.213972 -0.1743 0.0161 0.0534 0.10
C -3.682441 4.550758 -6.409181 0.2541 0.0267 -0.1473 0.04
N -4.501368 3.568921 -5.649850 -0.0386 -0.1338 0.0614 -0.45
O -4.148172 2.404293 -5.678509 -0.1826 0.2669 -0.0644 0.04
O -5.465666 4.004311 -5.054461 0.1908 -0.1375 -0.1566 0.07
H -2.860899 4.024663 -6.886649 -0.0960 -0.0415 0.0946 0.09
H -4.329642 5.012755 -7.151370 -0.0158 0.0483 0.1445 0.10
H -3.310198 5.285218 -5.698552 -0.1336 -0.0002 -0.0346 0.10
```
Forces are in eV/Å.

The calculation puts the HOMO energy at -5.6 eV. The value obtained for the largest force on an atom is 2.2 eV/A. Its LUMO energy is 1.5 eV. Its charge is -1. The HOMO-LUMO gap is 7.08 eV.

***

(3)
Here is a 2-piece molecular cluster, C8H23N2OP overall from the OMol25 dataset. Energies are from ωB97M-V/def2-TZVPD.

```
35
Properties=species:S:1:pos:R:3:forces:R:3:nbo_charge:R:1
C -5.484693 -0.188322 -1.683283 -0.6698 2.9913 4.6969 -0.63
C 3.127027 -0.082529 -1.629926 -0.7929 2.0994 0.7618 -0.40
C 3.814930 1.368817 0.161437 0.9971 2.8871 1.0314 -0.48
C 4.906064 -0.710202 -0.263920 3.2722 1.2592 0.5401 -0.44
C -4.406054 0.051478 -0.545396 0.1866 -1.5931 -1.6036 -0.08
C 2.676134 -0.799477 0.722173 -0.5855 0.9844 0.7331 -0.23
C 1.526808 -0.005952 1.310481 0.6480 2.4491 -0.3186 -0.08
C -4.447376 -0.234576 0.768377 0.8978 1.1757 -1.7942 -0.14
N -5.623067 -0.673356 1.490355 -3.4234 -0.2044 0.2617 -0.72
N 3.586544 -0.068232 -0.169549 -0.2923 1.1195 -2.4150 -0.21
O 0.722248 0.494597 0.214650 2.4479 -0.1304 0.5866 -0.83
P -0.851046 0.222060 0.257884 -1.8528 0.6341 1.9202 0.65
H -5.184962 -0.651384 -2.573657 0.7198 -0.9619 -0.8422 0.26
H -6.292861 -0.702359 -1.084106 0.1767 0.5432 -1.6770 0.19
H -5.727805 0.917834 -1.922260 -0.3202 -1.8583 0.1265 0.26
H 3.402800 -0.967255 -2.103777 0.4439 -1.5026 -0.5991 0.23
H 2.093221 0.145543 -1.746392 -0.9956 -0.3949 0.5092 0.25
H 3.549897 0.794084 -2.085865 0.8248 -0.0355 -0.3767 0.23
H 4.250168 1.732207 1.141231 -0.1304 -1.8973 -0.4671 0.27
H 4.530838 1.842678 -0.545936 -0.5849 -0.7974 0.1101 0.25
H 2.937906 2.018993 0.186264 -0.5240 -0.7874 -0.7784 0.26
H 5.025497 -1.790051 -0.402304 -1.0697 0.1233 0.3718 0.27
H 5.390391 -0.274388 -1.180949 -0.2616 -0.2622 1.0863 0.24
H 5.494208 -0.348652 0.644934 -0.5938 -0.8396 -1.1928 0.24
H -1.033311 0.834253 -0.939523 -0.5493 0.5975 -1.1754 -0.05
H -3.458098 0.341055 -1.032005 -0.2818 0.1076 1.0095 0.23
H 2.181525 -1.533853 0.142352 0.2324 -1.4152 -0.4456 0.24
H 3.375923 -1.103079 1.462732 -0.1776 -1.0833 1.0900 0.24
H 0.902830 -0.606576 1.951049 0.0943 -0.4756 0.4300 0.22
H 1.908698 0.907063 1.880788 -0.6252 -1.2711 -0.4894 0.21
H -3.624709 -0.079207 1.462645 -0.0662 0.0117 -0.4087 0.23
H -6.555753 -0.167416 1.304682 1.8273 0.0369 0.0957 0.46
H -5.988184 -1.639948 1.243333 1.2490 0.6700 0.9263 0.46
H -5.430969 -0.492565 2.502068 -0.5146 -0.9442 -0.7739 0.47
H -1.294762 1.448715 1.061416 0.2936 -1.2355 -0.9296 -0.06
```
Forces are in eV/Å.

The calculation puts the HOMO energy at -15.0 eV. The value obtained for the largest force on an atom is 5.6 eV/A. Its LUMO energy is -5.6 eV. Its charge is +2. The HOMO-LUMO gap is 9.50 eV. As for the energy above the lowest of the compared OMol25 structures with the same formula, charge and spin: 0.585 eV.